Record 1
Here is C60H79BN10TeW as an isolated structure in a non-equilibrium geometry from the Open Molecules 2025 dataset. Energies are from ωB97M-V/def2-TZVPD.

Values from the calculation:
HOMO level (alpha / beta): -12.010 / -12.024 eV
Spin multiplicity: 1
Charge: +2
HOMO-LUMO gap (alpha / beta): 5.634 / 5.665 eV
Total energy: -88186.1581 eV
LUMO (alpha / beta): -6.38 / -6.36 eV

Atoms and positions in Å:
W  0.09  0.17  0.11
C  -3.55  1.59  -2.00
C  -2.20  1.24  -2.04
N  -1.87  0.48  -0.99
N  -3.01  0.35  -0.25
C  -4.02  0.99  -0.85
B  -3.14  -0.72  0.85
N  -2.28  -0.41  2.06
C  -2.68  -0.40  3.33
C  -1.57  -0.29  4.14
C  -0.50  -0.26  3.26
N  -0.93  -0.35  1.99
N  -2.55  -1.97  0.22
C  -3.23  -3.08  -0.11
C  -2.43  -3.83  -0.95
C  -1.26  -3.08  -1.07
N  -1.32  -1.96  -0.34
H  -4.10  2.17  -2.71
H  -1.51  1.49  -2.82
H  -5.01  0.99  -0.43
H  -4.27  -0.86  1.15
H  -3.72  -0.47  3.57
H  -1.55  -0.27  5.21
H  0.54  -0.18  3.48
H  -4.22  -3.24  0.24
H  -2.65  -4.77  -1.40
H  -0.42  -3.34  -1.68
C  1.62  0.16  5.62
C  2.34  1.10  4.65
C  3.57  0.43  4.04
C  1.45  1.92  3.70
C  0.61  2.79  4.38
C  0.11  3.93  3.79
C  0.73  4.33  2.62
C  1.57  3.49  1.89
C  2.52  4.31  1.01
C  3.75  3.63  0.42
C  1.86  5.18  -0.06
C  1.64  2.13  2.31
N  1.80  0.99  1.40
C  3.03  0.69  1.06
C  3.61  -0.43  0.41
C  5.02  -0.28  0.27
C  5.87  -1.32  0.06
C  5.33  -2.61  0.08
C  3.98  -2.80  0.15
C  3.04  -1.73  0.16
N  1.72  -1.98  0.01
C  1.40  -3.41  -0.01
C  1.59  -4.21  -1.18
C  1.10  -5.51  -1.21
C  0.50  -6.10  -0.12
C  0.51  -5.40  1.06
C  0.96  -4.08  1.14
C  1.00  -3.60  2.58
C  -0.44  -3.40  3.09
C  1.89  -2.40  2.85
C  2.43  -3.86  -2.39
C  3.65  -4.80  -2.45
C  1.70  -4.02  -3.73
H  1.42  -0.82  5.19
H  0.68  0.58  5.95
H  2.24  0.00  6.50
H  2.74  1.90  5.28
H  3.33  -0.30  3.28
H  4.13  -0.07  4.83
H  4.23  1.18  3.61
H  0.40  2.60  5.42
H  -0.60  4.57  4.29
H  0.61  5.35  2.30
H  2.92  5.02  1.76
H  4.38  3.23  1.21
H  4.34  4.37  -0.12
H  3.48  2.85  -0.27
H  1.50  4.57  -0.87
H  2.59  5.88  -0.45
H  1.03  5.76  0.34
H  3.80  1.36  1.43
H  5.44  0.72  0.37
H  6.93  -1.17  -0.03
H  5.99  -3.46  0.06
H  3.60  -3.80  0.21
H  1.22  -6.09  -2.10
H  0.12  -7.11  -0.17
H  0.19  -5.89  1.97
H  1.43  -4.43  3.15
H  -1.00  -2.77  2.41
H  -0.44  -2.97  4.09
H  -0.95  -4.36  3.14
H  1.54  -1.52  2.30
H  2.91  -2.62  2.57
H  1.88  -2.21  3.92
H  2.81  -2.84  -2.28
H  3.35  -5.80  -2.76
H  4.16  -4.89  -1.50
H  4.36  -4.43  -3.18
H  2.43  -4.05  -4.54
H  1.00  -3.19  -3.93
H  1.13  -4.94  -3.76
C  -4.52  5.46  2.31
C  -3.54  5.59  1.15
C  -4.33  5.86  -0.14
C  -2.58  6.76  1.43
C  -2.67  4.36  1.01
C  -2.50  3.43  2.05
C  -1.63  2.38  1.91
N  -0.92  2.10  0.80
C  -1.02  3.05  -0.20
C  -1.87  4.15  -0.10
C  -0.06  2.87  -1.25
C  0.06  3.70  -2.38
C  1.19  3.66  -3.18
C  2.20  2.76  -2.76
C  1.97  1.89  -1.73
N  0.82  1.84  -1.01
C  1.42  4.58  -4.36
C  2.56  5.55  -4.00
C  1.82  3.75  -5.59
C  0.18  5.40  -4.71
H  -5.20  6.32  2.30
H  -4.01  5.47  3.27
H  -5.13  4.56  2.22
H  -5.01  6.69  0.03
H  -4.91  4.99  -0.43
H  -3.68  6.15  -0.96
H  -3.15  7.66  1.60
H  -1.92  6.93  0.58
H  -1.98  6.55  2.31
H  -3.03  3.53  2.98
H  -1.45  1.77  2.78
H  -1.87  4.86  -0.91
H  -0.73  4.39  -2.58
H  3.16  2.74  -3.25
H  2.73  1.18  -1.43
H  3.48  5.02  -3.75
H  2.27  6.18  -3.16
H  2.76  6.19  -4.85
H  2.73  3.17  -5.41
H  2.02  4.42  -6.42
H  1.02  3.08  -5.88
H  -0.10  6.07  -3.90
H  -0.66  4.76  -4.97
H  0.41  6.02  -5.58
C  2.76  -0.61  -3.24
Te  0.78  -0.93  -2.40
C  0.05  0.07  -4.20
H  2.90  -1.38  -4.00
H  3.54  -0.71  -2.50
H  2.83  0.36  -3.72
H  0.17  1.15  -4.16
H  -0.99  -0.18  -4.37
H  0.63  -0.30  -5.04

=====

Record 2
Here is C60H80Ge2N5S4Ti as an isolated structure in a non-equilibrium geometry from the Open Molecules 2025 dataset. Energies are from ωB97M-V/def2-TZVPD.

Values from the calculation:
HOMO level (alpha / beta): -11.945 / -11.945 eV
Spin multiplicity: 2
Charge: +2
HOMO-LUMO gap (alpha / beta): 6.798 / 7.143 eV
Total energy: -250454.2734 eV
LUMO (alpha / beta): -5.15 / -4.80 eV

Atoms and positions in Å:
Ti  0.71  -0.33  0.47
N  0.31  -0.61  -3.52
C  -0.61  -0.14  -2.48
C  -1.62  0.87  -3.00
C  -2.62  1.27  -1.91
N  -1.95  2.05  -0.86
C  -3.27  0.02  -1.31
C  -2.26  -1.00  -0.78
N  -1.49  -0.51  0.40
C  -1.31  -1.37  -1.91
H  0.85  0.13  -3.98
H  -0.18  -1.17  -4.23
H  1.04  -1.25  -3.08
H  0.01  0.33  -1.68
H  -2.16  0.45  -3.85
H  -1.10  1.77  -3.35
H  -3.41  1.86  -2.39
H  -2.66  2.41  -0.24
H  -1.51  2.86  -1.30
H  -3.87  -0.47  -2.07
H  -3.96  0.32  -0.51
H  -2.80  -1.90  -0.48
H  -1.48  -1.25  1.10
H  -1.98  0.28  0.81
H  -1.89  -1.85  -2.69
H  -0.57  -2.09  -1.54
C  2.49  2.07  -6.86
C  3.34  1.56  -5.72
C  3.68  2.38  -4.65
C  4.55  1.95  -3.66
C  5.02  2.89  -2.59
C  5.04  0.64  -3.70
C  4.72  -0.21  -4.77
C  5.34  -1.57  -4.90
C  3.87  0.27  -5.77
C  6.03  0.20  -2.67
C  7.34  0.57  -2.96
C  8.38  0.26  -2.10
C  8.12  -0.44  -0.94
C  6.83  -0.84  -0.62
C  5.77  -0.54  -1.49
Ge  3.96  -1.15  -0.90
S  2.56  0.60  -0.62
S  2.65  -2.48  -2.21
Ge  2.25  -3.59  -0.17
S  0.56  -2.66  0.90
S  4.03  -2.61  0.82
C  2.09  -5.53  -0.59
C  2.47  -6.35  0.47
C  2.43  -7.73  0.32
C  2.02  -8.28  -0.88
C  1.63  -7.46  -1.93
C  1.66  -6.07  -1.81
C  1.22  -5.28  -2.99
C  2.09  -5.08  -4.07
C  3.50  -5.62  -4.06
C  1.64  -4.38  -5.19
C  0.33  -3.93  -5.28
C  -0.16  -3.25  -6.53
C  -0.54  -4.19  -4.23
C  -0.11  -4.85  -3.08
C  -1.09  -5.15  -1.97
C  2.91  -5.75  1.76
C  4.28  -5.59  2.02
C  5.31  -5.92  0.97
C  4.67  -5.14  3.27
C  3.75  -4.86  4.27
C  4.20  -4.41  5.63
C  2.40  -5.02  3.99
C  1.96  -5.48  2.76
C  0.50  -5.77  2.52
C  6.67  -1.57  0.67
C  7.15  -2.88  0.79
C  7.66  -3.65  -0.40
C  7.16  -3.48  2.05
C  6.69  -2.82  3.17
C  6.73  -3.46  4.53
C  6.21  -1.52  3.03
C  6.20  -0.88  1.80
C  5.73  0.55  1.69
H  1.76  2.81  -6.53
H  1.98  1.27  -7.39
H  3.14  2.57  -7.59
H  3.31  3.40  -4.63
H  4.47  3.83  -2.62
H  6.08  3.11  -2.72
H  4.91  2.44  -1.60
H  5.48  -2.03  -3.93
H  6.33  -1.47  -5.36
H  4.73  -2.22  -5.53
H  3.65  -0.37  -6.62
H  7.54  1.10  -3.88
H  9.39  0.56  -2.34
H  8.92  -0.68  -0.25
H  2.73  -8.36  1.15
H  2.00  -9.36  -1.00
H  1.31  -7.89  -2.87
H  3.78  -5.98  -3.07
H  4.21  -4.85  -4.37
H  3.58  -6.45  -4.75
H  2.32  -4.22  -6.02
H  0.63  -2.68  -7.02
H  -1.01  -2.59  -6.33
H  -0.51  -3.99  -7.25
H  -1.59  -3.93  -4.33
H  -2.09  -4.81  -2.23
H  -0.78  -4.68  -1.03
H  -1.13  -6.23  -1.79
H  4.95  -5.69  -0.03
H  5.55  -6.99  1.00
H  6.23  -5.37  1.16
H  5.73  -5.03  3.48
H  5.22  -4.73  5.83
H  3.55  -4.81  6.40
H  4.16  -3.32  5.70
H  1.67  -4.82  4.77
H  -0.10  -5.38  3.34
H  0.34  -6.85  2.46
H  0.14  -5.33  1.59
H  7.30  -3.23  -1.34
H  7.35  -4.69  -0.33
H  8.75  -3.64  -0.42
H  7.56  -4.48  2.15
H  6.98  -4.51  4.46
H  5.77  -3.36  5.03
H  7.48  -2.97  5.16
H  5.84  -0.99  3.90
H  5.53  0.95  2.69
H  4.82  0.62  1.10
H  6.49  1.17  1.22
C  3.29  5.02  1.39
C  2.26  4.41  2.33
N  1.31  3.53  1.64
C  0.46  4.21  0.64
C  0.87  3.89  -0.80
C  1.25  2.23  1.84
C  2.26  1.57  2.74
N  0.31  1.43  1.33
H  4.01  5.59  1.97
H  2.84  5.70  0.67
H  3.83  4.24  0.84
H  1.68  5.21  2.80
H  2.76  3.85  3.11
H  0.56  5.28  0.81
H  -0.59  3.96  0.82
H  1.83  4.36  -1.03
H  0.13  4.29  -1.49
H  0.98  2.82  -0.96
H  2.09  1.87  3.78
H  3.27  1.84  2.45
H  2.14  0.49  2.67
H  -0.40  1.93  0.80

=====

total energy of number 2 (C60H80Ge2N5S4Ti)?
-250454.2734 eV